No. 1
{
  "formula": "C3H5N3OS",
  "method": "ωB97M-V/def2-TZVPD",
  "species": ["C", "C", "C", "H", "H", "H", "H", "H", "N", "N", "N", "O", "S"],
  "xyz": [[0.58060, 0.76184, 0.79063], [-1.50078, 1.17338, 0.25498], [-1.26824, -0.08048, -0.23778], [2.01549, -0.01604, 1.79524], [1.73226, 1.59632, 2.02882], [-2.36316, 1.60769, 0.22096], [-2.19444, -0.12714, -2.18118], [0.89882, -2.43805, -0.04465], [1.80718, 0.91824, 1.31549], [-0.38999, 1.64422, 0.91749], [0.12595, -0.33754, 0.06499], [-2.02683, -0.79210, -1.16769], [1.15339, -1.31180, -0.83815]],
  "lowdin_charge": [-0.536, -0.086, -0.371, 0.132, 0.079, 0.050, 0.268, -0.089, 0.119, 0.094, -0.401, -0.084, 0.826],
  "gap_ev": 8.1,
  "relative_energy_ev": 3.102,
  "lumo_energy_ev": 0.1053,
  "charge": 0,
  "energy_ev": -20542.55696
}

***

No. 2
{
  "formula": "C23H24N2O2",
  "method": "ωB97M-V/def2-TZVPD",
  "species": ["C", "C", "C", "C", "C", "C", "C", "C", "O", "C", "C", "C", "C", "N", "C", "C", "O", "N", "C", "C", "C", "C", "C", "C", "C", "C", "C", "H", "H", "H", "H", "H", "H", "H", "H", "H", "H", "H", "H", "H", "H", "H", "H", "H", "H", "H", "H", "H", "H", "H", "H"],
  "xyz": [[3.93781, 1.98028, 0.06323], [3.78224, 0.51195, -0.20316], [4.87757, -0.32966, -0.05275], [4.79366, -1.68137, -0.33524], [3.60863, -2.21603, -0.81204], [2.51113, -1.39401, -0.97789], [2.57850, -0.04406, -0.64428], [1.33415, 0.75330, -0.82033], [0.70627, 0.71329, -1.87679], [0.88763, 1.48261, 0.34324], [1.22899, 1.24009, 1.67316], [0.48003, 2.10820, 2.46280], [-0.28902, 2.86815, 1.60547], [-0.05116, 2.48806, 0.33663], [-0.69831, 3.07510, -0.80719], [-2.10121, 2.45003, -0.99204], [-3.11549, 3.07719, -0.77153], [-2.03644, 1.16664, -1.36051], [-3.20564, 0.32836, -1.52272], [-3.99333, 0.17603, -0.21853], [-3.13011, -0.32757, 0.94305], [-2.40891, -1.61380, 0.64917], [-3.10336, -2.74676, 0.23962], [-2.43668, -3.93058, -0.01822], [-1.06338, -4.00581, 0.14355], [-0.36326, -2.88883, 0.56399], [-1.03179, -1.70122, 0.80614], [3.73078, 2.20591, 1.10903], [4.95809, 2.29136, -0.15144], [3.25787, 2.56691, -0.54942], [5.81531, 0.08740, 0.28618], [5.65923, -2.31329, -0.20137], [3.54243, -3.26475, -1.05984], [1.57998, -1.78667, -1.35914], [1.91981, 0.49251, 2.01135], [0.49193, 2.17819, 3.53212], [-0.98652, 3.65328, 1.82419], [-0.09849, 2.90194, -1.70205], [-0.82259, 4.14826, -0.64227], [-1.12648, 0.78797, -1.60920], [-2.86245, -0.64664, -1.87175], [-3.86571, 0.76665, -2.28012], [-4.82109, -0.50981, -0.40228], [-4.40946, 1.14707, 0.05137], [-2.40023, 0.44072, 1.20729], [-3.77908, -0.47447, 1.81144], [-4.17706, -2.70476, 0.12709], [-2.99114, -4.80051, -0.33959], [-0.54354, -4.93241, -0.05106], [0.70634, -2.94088, 0.70854], [-0.47648, -0.83354, 1.13408]],
  "lowdin_charge": [-0.029, -0.218, -0.041, -0.074, -0.075, -0.024, -0.121, -0.297, 0.064, -0.190, -0.037, -0.053, -0.053, -0.031, -0.023, -0.478, 0.066, 0.087, -0.159, -0.177, -0.145, -0.235, -0.045, -0.084, -0.094, -0.088, -0.032, 0.084, 0.082, 0.085, 0.112, 0.104, 0.104, 0.113, 0.123, 0.098, 0.133, 0.130, 0.136, 0.100, 0.123, 0.125, 0.105, 0.103, 0.102, 0.122, 0.112, 0.101, 0.099, 0.094, 0.095],
  "gap_ev": 9.0,
  "relative_energy_ev": 0.000,
  "lumo_energy_ev": -0.0142,
  "charge": 0,
  "energy_ev": -31316.88605,
  "smiles": "Cc1ccccc1C(=O)c1cccn1CC(=O)NCCCc1ccccc1"
}

***

No. 3
{
  "formula": "CH7BNO",
  "method": "ωB97M-V/def2-TZVPD",
  "species": ["B", "C", "N", "O", "H", "H", "H", "H", "H", "H", "H"],
  "xyz": [[-0.41964, 0.44683, 0.47784], [-0.36876, 0.47694, -0.98993], [0.88166, 0.67409, -0.26770], [-0.77279, 0.34777, 1.76329], [0.04713, -2.53059, 0.51323], [-0.32861, -0.44924, -1.47691], [-0.81013, 1.31421, -1.70204], [1.47092, -0.15170, -0.53326], [1.39371, 1.47790, -0.17036], [0.52681, -1.99156, 0.13914], [-1.62030, 0.38535, 2.24670]],
  "lowdin_charge": [-0.428, 0.024, 0.208, 0.255, 0.118, 0.099, 0.189, 0.180, 0.141, 0.051, 0.163],
  "gap_ev": 12.6,
  "relative_energy_ev": 2.033,
  "lumo_energy_ev": -4.1231,
  "charge": 1,
  "energy_ev": -5356.52527
}

***

No. 4
{
  "formula": "C25H33FeN4O9P2S",
  "method": "ωB97M-V/def2-TZVPD",
  "species": ["Fe", "C", "C", "C", "C", "C", "C", "C", "N", "C", "N", "C", "C", "C", "C", "C", "C", "C", "N", "C", "C", "C", "C", "C", "C", "C", "H", "H", "H", "H", "H", "H", "H", "H", "H", "H", "H", "H", "H", "H", "H", "H", "H", "H", "H", "H", "H", "H", "N", "C", "C", "P", "O", "O", "O", "P", "O", "O", "O", "H", "H", "H", "H", "H", "H", "H", "H", "C", "S", "O", "O", "O", "H", "H", "H"],
  "xyz": [[-0.18418, -0.70673, -1.79166], [2.83722, 2.09414, 3.87962], [1.38527, 2.45982, 4.01862], [0.92276, 3.17356, 5.11551], [-0.41282, 3.52689, 5.23790], [-1.31219, 3.15624, 4.25165], [-0.87736, 2.43000, 3.15502], [0.46629, 2.08263, 3.03072], [0.93522, 1.29350, 1.96343], [0.35084, 1.09419, 0.73625], [-0.24857, 2.17437, 0.20983], [-0.95780, 2.33088, -0.99219], [-1.35483, 1.28113, -1.79667], [-2.06883, 1.48766, -2.95645], [-2.38424, 2.78136, -3.34488], [-2.00569, 3.84247, -2.53745], [-1.30769, 3.64320, -1.35697], [-0.93557, 4.81235, -0.48311], [0.45894, -0.05165, 0.14159], [0.82933, -1.20685, 0.88238], [-0.01329, -1.63722, 1.91260], [0.28225, -2.77049, 2.64797], [1.43553, -3.48831, 2.36928], [2.27399, -3.06859, 1.34868], [1.99535, -1.93740, 0.58690], [2.91632, -1.51061, -0.51717], [3.43086, 2.58991, 4.64456], [3.21641, 2.38700, 2.89895], [2.98461, 1.01499, 3.98499], [1.62388, 3.45486, 5.89171], [-0.75116, 4.08212, 6.10233], [-2.35936, 3.41237, 4.34226], [-1.58609, 2.10600, 2.40405], [1.62990, 0.60385, 2.20452], [-0.04122, 3.03286, 0.69315], [-2.37591, 0.65110, -3.57145], [-2.92005, 2.95765, -4.26788], [-2.25736, 4.85427, -2.82963], [-1.32819, 5.73302, -0.90883], [0.15022, 4.91640, -0.40539], [-1.35087, 4.71166, 0.52391], [-0.92066, -1.07733, 2.09843], [-0.38130, -3.08519, 3.44311], [1.68032, -4.37125, 2.94538], [3.18299, -3.62180, 1.14193], [3.88261, -2.00530, -0.42634], [3.04613, -0.43049, -0.51101], [2.47447, -1.77510, -1.48298], [-3.23910, -4.27139, -1.96078], [-2.07505, -3.60721, -1.26523], [-1.97113, -4.00896, 0.19103], [-0.61187, -3.95565, -2.33866], [0.11423, -5.24324, -1.68059], [-1.24574, -4.34777, -3.63177], [0.31106, -2.78716, -2.18017], [-2.42357, -1.78038, -1.45975], [-1.82676, -1.47819, -2.97008], [-3.90836, -1.68209, -1.51676], [-1.51868, -1.00328, -0.56940], [-3.53225, -5.14106, -1.52513], [-2.81124, -4.47110, -2.92529], [-3.99921, -3.56145, -1.97496], [-1.73891, -5.07033, 0.29266], [-2.89936, -3.78155, 0.72025], [-1.17293, -3.43111, 0.65709], [0.85461, -4.93587, -1.13550], [-2.52491, -1.35630, -3.62515], [3.55364, 0.71203, -3.55847], [2.05882, 1.43299, -2.88299], [1.71069, 2.56145, -3.70298], [2.30575, 1.73251, -1.48441], [1.06572, 0.30723, -3.03554], [4.26850, 1.51346, -3.71647], [3.27480, 0.24694, -4.49965], [3.92475, -0.02066, -2.84849]],
  "lowdin_charge": [0.907, -0.040, -0.213, -0.047, -0.091, -0.085, -0.029, -0.196, 0.152, -0.354, 0.164, -0.192, -0.032, -0.102, -0.073, -0.048, -0.205, -0.037, 0.061, -0.241, -0.050, -0.101, -0.089, -0.049, -0.209, -0.035, 0.078, 0.088, 0.085, 0.111, 0.101, 0.104, 0.115, 0.139, 0.122, 0.082, 0.102, 0.109, 0.079, 0.092, 0.081, 0.125, 0.107, 0.102, 0.111, 0.086, 0.066, 0.066, 0.154, -0.482, -0.058, 0.344, -0.121, -0.288, -0.310, 0.395, -0.199, -0.273, -0.327, 0.160, 0.124, 0.126, 0.089, 0.097, 0.057, 0.077, 0.114, -0.130, 0.429, -0.312, -0.342, -0.416, 0.064, 0.064, 0.045],
  "gap_ev": [8.1, 7.3],
  "relative_energy_ev": 2.899,
  "multiplicity": 6,
  "lumo_energy_ev": [0.1761, -0.4985],
  "charge": 0,
  "energy_ev": -114654.71595
}

***

No. 5
{
  "formula": "C3H9N3O",
  "method": "ωB97M-V/def2-TZVPD",
  "species": ["N", "C", "N", "O", "H", "H", "H", "H", "C", "N", "C", "H", "H", "H", "H", "H"],
  "xyz": [[-0.36695, -3.08237, 0.15422], [-0.48901, -2.04941, -0.76942], [0.73043, -1.40890, -0.95912], [-1.56432, -1.67856, -1.27195], [-1.19426, -3.65871, 0.15668], [0.50674, -3.58779, 0.22400], [0.62923, -0.44038, -1.25212], [1.47282, -1.54096, -0.28357], [1.26869, 2.63354, 0.40316], [0.46156, 1.95724, 1.17011], [-0.92899, 1.81814, 0.63561], [2.16656, 2.85116, 0.88900], [1.12457, 2.94440, -0.66370], [-1.10163, 0.71909, 0.39998], [-1.09441, 2.39499, -0.28531], [-1.62102, 2.12852, 1.45242]],
  "lowdin_charge": [0.128, -0.641, 0.127, 0.006, 0.096, 0.093, 0.092, 0.093, -0.082, -0.086, -0.149, 0.030, 0.083, 0.071, 0.062, 0.078],
  "gap_ev": 10.8,
  "relative_energy_ev": 1.121,
  "lumo_energy_ev": 0.7926,
  "charge": 0,
  "energy_ev": -9774.41811,
  "smiles": "NC(N)=O.C=NC"
}

***

No. 6
{
  "formula": "C17H17Br2CaNO",
  "method": "ωB97M-V/def2-TZVPD",
  "species": ["C", "C", "C", "H", "C", "H", "H", "H", "C", "H", "H", "C", "H", "H", "C", "H", "H", "C", "H", "H", "Ca", "H", "Br", "C", "C", "C", "Br", "C", "C", "C", "C", "N", "C", "C", "O", "H", "H", "H", "H"],
  "xyz": [[-1.10933, -0.99446, -2.71707], [1.73270, -0.10427, -3.61962], [-1.50348, 0.24905, -2.95038], [-1.59410, -1.52070, -1.86592], [1.45359, 1.14852, -3.32093], [2.71308, -0.50025, -3.26903], [-2.26269, 0.67283, -2.25547], [2.23018, 1.71765, -2.76938], [-1.04561, 1.19925, -4.00838], [-1.84234, 1.95961, -4.18038], [-0.90560, 0.70199, -4.97814], [-0.11700, -1.84561, -3.43788], [-0.63889, -2.61582, -4.03469], [0.45787, -2.41608, -2.68007], [0.89823, -1.11452, -4.35091], [0.37438, -0.66881, -5.20556], [1.56836, -1.88951, -4.78286], [0.24069, 1.97471, -3.62887], [0.47125, 2.69919, -4.42795], [0.01574, 2.59193, -2.73757], [0.18134, 0.07691, 0.55933], [-1.56387, 0.22832, -0.02224], [-0.10665, -4.33923, 3.07365], [-0.05434, -2.54346, 3.68027], [-0.07123, -2.27069, 5.05606], [-0.03416, -1.00733, 5.56117], [-0.05976, -0.77580, 7.46437], [0.01916, 0.15662, 4.70252], [0.06067, 1.49189, 5.13433], [0.09949, 2.51986, 4.29240], [0.09440, 2.30564, 2.93010], [0.06510, 1.03612, 2.48971], [0.02694, -0.08264, 3.29197], [-0.00274, -1.49248, 2.69619], [0.02038, -1.80415, 1.50388], [-0.11494, -3.11146, 5.73552], [0.05758, 1.67013, 6.23038], [0.13056, 3.56402, 4.65303], [0.11501, 3.13302, 2.18842]],
  "lowdin_charge": [-0.169, -0.125, -0.156, 0.094, -0.144, 0.111, 0.082, 0.103, -0.204, 0.116, 0.097, -0.193, 0.117, 0.112, -0.201, 0.098, 0.114, -0.193, 0.115, 0.109, 1.192, -0.185, 0.765, -0.601, -0.191, -0.617, 0.732, -0.178, -0.047, -0.083, -0.114, -0.120, -0.121, -0.470, -0.284, 0.093, 0.095, 0.124, 0.126],
  "gap_ev": 7.0,
  "relative_energy_ev": 0.953,
  "lumo_energy_ev": -0.4223,
  "charge": 0,
  "energy_ev": -179964.07177
}